# 1
The following is a DFT calculation (ωB97M-V with the def2-TZVPD basis set) of a cluster of 2 separate species, C5H10O2 in total.

Summary:
**Multiplicity**: 1
**LUMO level**: 0.028 hartree
**Structure (SMILES)**: C/C=C/C=C/O.O

Geometry (Å):
C  -2.33428  -0.91986  1.86393
C  -1.16758  -0.12341  1.29327
C  -0.72347  -0.22876  0.02898
C  0.71182  -0.12169  -0.30730
C  1.11948  -0.96267  -1.27945
O  2.40877  -1.43908  -1.36364
H  -1.93193  -1.54527  2.65087
H  -3.05985  -0.25411  2.37080
H  -2.90338  -1.31341  1.03399
H  -0.55491  0.37794  2.04061
H  -1.35525  -0.50176  -0.80665
H  1.42419  0.24854  0.42342
H  0.42596  -1.46997  -1.93317
H  2.88151  -0.84699  -0.73897
O  1.64616  2.88505  -2.14462
H  1.41692  2.48052  -1.29018
H  1.99585  3.73492  -1.84189



# 2
The following is a DFT calculation (ωB97M-V with the def2-TZVPD basis set) of a cluster of 2 separate species, C2H4ClNO2 in total.

Summary:
**Multiplicity**: 1
**LUMO level (alpha / beta)**: -0.007 / -0.044 hartree

Geometry (Å):
C  -0.38306  0.90162  0.75905
C  0.53941  0.74402  -0.37075
N  -0.11184  -1.70223  -0.64988
O  0.66895  -2.48667  -1.09605
O  -1.24993  -1.78610  -0.27999
Cl  2.19280  0.48660  -0.12181
H  -0.72973  1.93415  0.84575
H  0.08427  0.60464  1.69481
H  -1.26780  0.27479  0.58855
H  0.25694  1.02918  -1.36969



# 3
The following is a DFT calculation (ωB97M-V with the def2-TZVPD basis set) of an isolated molecule of C3H6N2O2.

Summary:
**Multiplicity**: 1
**LUMO level**: -0.161 hartree

Geometry (Å):
O  -0.11188  -0.04759  1.56525
C  0.00187  0.61032  0.54357
N  -0.15897  0.27669  -0.73413
C  0.05992  -1.12955  -1.07281
N  -1.04519  -1.87208  -0.49110
O  1.33605  -1.49477  -1.00320
C  0.41274  2.07128  0.72773
H  -0.23973  -1.23819  -2.11825
H  -0.97723  -1.82768  0.57162
H  -0.81356  -2.87944  -0.43772
H  -0.30177  2.88662  0.49860
H  0.60260  2.31077  1.81003
H  1.23515  2.33364  0.14042



# 4
The following is a DFT calculation (ωB97M-V with the def2-TZVPD basis set) of a cluster of 3 separate species, C2H2O3S in total.

Summary:
**Multiplicity**: 1
**LUMO level**: -0.030 hartree

Geometry (Å):
C  0.54916  -0.68119  0.28719
C  1.60237  -0.06575  -0.07256
O  -0.45943  -1.20731  0.57867
O  -2.16747  0.05571  -1.36758
O  -1.82124  1.33974  0.66454
S  -2.34578  0.14325  0.05974
H  2.76357  0.09209  0.87203
H  1.87882  0.32346  -1.02203



# 5
The following is a DFT calculation (ωB97M-V with the def2-TZVPD basis set) of a cluster of 2 separate species, C4H5NO4S in total.

Summary:
**Multiplicity**: 1
**LUMO level**: -0.058 hartree

Geometry (Å):
C  0.42422  -0.11797  0.25115
C  0.99929  -0.18110  1.52593
C  -0.92575  -0.02605  0.45516
C  -2.10124  0.22643  -0.43389
N  0.06881  -0.13439  2.44794
O  0.15490  -0.21656  3.63718
O  3.48924  0.54235  -0.89195
O  3.46515  1.66325  1.30121
O  -1.15365  -0.08717  1.79689
S  4.01072  1.57111  -0.01896
H  1.03192  -0.28365  -0.59538
H  2.02463  -0.30339  1.61828
H  -2.99700  -0.28421  -0.08891
H  -1.92469  -0.16618  -1.43957
H  -2.29107  1.31870  -0.26310



# 6
The following is a DFT calculation (ωB97M-V with the def2-TZVPD basis set) of an isolated molecule of C17H19NO4.

Summary:
**Multiplicity**: 1
**LUMO level**: 0.026 hartree
**Structure (SMILES)**: CCOC(=O)c1c(C(C)(C)C)oc2ccc(OCC#N)cc12

Geometry (Å):
C  2.88121  -0.09535  4.23709
C  1.90158  0.74208  3.43173
O  1.77360  0.19733  2.11674
C  0.53962  0.10782  1.59445
O  -0.45407  0.46515  2.18273
C  0.51159  -0.42931  0.23161
C  1.35874  -1.24249  -0.49014
C  2.65760  -1.92944  -0.15910
C  2.51364  -2.71026  1.15211
C  3.76597  -0.87524  -0.03266
C  3.02132  -2.90508  -1.28347
O  0.87144  -1.46677  -1.72873
C  -0.30309  -0.80150  -1.84558
C  -1.14970  -0.73792  -2.94202
C  -2.29602  0.01133  -2.80424
C  -2.59427  0.68965  -1.60958
O  -3.77547  1.38546  -1.63512
C  -4.16729  2.08674  -0.47620
C  -3.31394  3.22678  -0.18620
N  -2.63987  4.12638  0.01593
C  -1.74698  0.62992  -0.51962
C  -0.59184  -0.13620  -0.64706
H  3.02163  0.35537  5.21533
H  3.84058  -0.14443  3.72824
H  2.50247  -1.10625  4.36748
H  2.26511  1.77020  3.32822
H  0.91241  0.76148  3.90071
H  3.44137  -3.23371  1.37031
H  1.71312  -3.44257  1.07271
H  2.29365  -2.03958  1.97439
H  4.70881  -1.36148  0.20589
H  3.52564  -0.16599  0.75199
H  3.88190  -0.33476  -0.96939
H  3.95759  -3.40356  -1.04446
H  2.24816  -3.65976  -1.40507
H  3.13944  -2.38064  -2.22795
H  -0.91763  -1.25186  -3.86030
H  -2.99760  0.10080  -3.61779
H  -5.17870  2.45344  -0.68683
H  -4.19803  1.42831  0.40558
H  -1.93090  1.14379  0.40885



# 7
The following is a DFT calculation (ωB97M-V with the def2-TZVPD basis set) of a cluster of 5 separate species, C20H44FIN4O9Si in total.

Summary:
**Multiplicity**: 1
**LUMO level**: -0.014 hartree
**Structure (SMILES)**: CCCCCCCCCC[Si@@](I)(CCCC)CC(=O)F.C[N+](=O)[O-].C[N+](=O)[O-].C[N+](=O)[O-].C[N+](=O)[O-]

Geometry (Å):
C  -4.30355  3.62383  -2.39444
C  -3.58226  3.65696  -3.75171
C  -2.06142  3.50752  -3.56300
C  -1.41499  4.84500  -3.19236
C  -0.13005  4.74871  -2.37207
C  -0.19232  3.81907  -1.15481
C  0.54847  4.35545  0.07025
C  0.64256  3.27528  1.15432
C  1.70871  2.19723  0.86514
C  1.31713  0.81207  1.43846
Si  1.17507  -0.63663  0.24815
I  1.24737  -0.02566  -2.12095
C  2.42689  -1.97111  0.63286
C  2.43784  -3.09164  -0.44427
C  3.72996  -3.09560  -1.27864
C  3.45833  -3.55616  -2.71378
C  -0.54739  -1.42987  0.58916
C  -1.15342  -2.20730  -0.51196
O  -1.13639  -3.40799  -0.64916
F  -1.79832  -1.44195  -1.40909
H  -5.25386  4.15622  -2.41872
H  -3.69206  4.04497  -1.59780
H  -4.53173  2.59306  -2.11555
H  -3.97936  2.85165  -4.36617
H  -3.78000  4.62952  -4.20514
H  -1.63932  3.10809  -4.48669
H  -1.90774  2.75597  -2.78613
H  -2.14702  5.49330  -2.70703
H  -1.16827  5.34128  -4.13567
H  0.11146  5.75348  -2.00986
H  0.70773  4.46733  -3.01333
H  -1.21805  3.60739  -0.84311
H  0.27172  2.86774  -1.42403
H  1.54765  4.71868  -0.18065
H  -0.03885  5.18331  0.47538
H  0.85020  3.73584  2.12181
H  -0.32912  2.78460  1.20306
H  2.61241  2.52434  1.38625
H  1.97156  2.16702  -0.19035
H  0.39928  0.89503  2.01548
H  2.08033  0.50834  2.15981
H  2.11154  -2.40538  1.58523
H  3.42404  -1.54814  0.74546
H  2.35164  -4.07280  0.02095
H  1.60306  -2.98180  -1.13831
H  4.44553  -3.79798  -0.84953
H  4.18144  -2.10268  -1.30368
H  2.89159  -2.80387  -3.26185
H  4.37572  -3.78928  -3.25151
H  2.85978  -4.46946  -2.69182
H  -0.44311  -2.11657  1.42815
H  -1.22637  -0.62738  0.87915
C  2.14889  -7.13023  2.34262
N  3.25343  -6.89250  1.37249
O  2.95836  -6.79581  0.20282
O  4.37460  -6.81530  1.82675
H  1.21751  -7.17885  1.79097
H  2.35938  -8.06691  2.84889
H  2.15518  -6.30500  3.04810
C  -3.39344  2.59450  2.76742
N  -3.58859  3.48069  1.58655
O  -4.71448  3.81155  1.29729
O  -2.58140  3.81553  0.99425
H  -4.36519  2.37933  3.19521
H  -2.90438  1.69088  2.41590
H  -2.75156  3.11972  3.46900
C  1.65094  2.94129  5.37648
N  0.32907  2.58671  4.79528
O  -0.56081  3.40657  4.86074
O  0.23256  1.49381  4.27893
H  1.58404  3.93935  5.79154
H  1.87595  2.20474  6.14153
H  2.37835  2.89233  4.57128
C  -1.63871  -6.31019  -1.51163
N  -1.65054  -7.75524  -1.15274
O  -2.71613  -8.33376  -1.15017
O  -0.58345  -8.25937  -0.87297
H  -2.65431  -6.00088  -1.72411
H  -1.23085  -5.76749  -0.66789
H  -0.99849  -6.19453  -2.38041



# 8
The following is a DFT calculation (ωB97M-V with the def2-TZVPD basis set) of an isolated molecule of C3H9BIO2P.

Summary:
**Multiplicity**: 1
**LUMO level**: 0.011 hartree
**Structure (SMILES)**: OB(O)PCCCI

Geometry (Å):
O  -2.89692  1.71811  0.67133
B  -1.88195  1.19781  1.50774
O  -2.17204  0.56621  2.71765
P  -0.01727  1.39130  0.96708
C  0.21023  0.18452  -0.48402
C  1.29661  -0.89177  -0.16576
C  1.73266  -1.66726  -1.45863
I  0.14013  -2.04719  -2.88289
H  -2.69036  1.46110  -0.22775
H  -1.35789  0.62034  3.22599
H  0.03772  2.73208  0.48574
H  -0.77359  -0.30128  -0.62424
H  0.52682  0.71813  -1.40068
H  2.22378  -0.42545  0.23061
H  0.96006  -1.57897  0.63715
H  2.47318  -1.04103  -1.99072
H  2.18882  -2.63667  -1.20860



# 9
The following is a DFT calculation (ωB97M-V with the def2-TZVPD basis set) of an isolated molecule of C3H10Si.

Summary:
**Multiplicity**: 1
**LUMO level**: 0.040 hartree
**Structure (SMILES)**: CC(C)[SiH3]

Geometry (Å):
C  0.50651  1.26355  -0.73673
C  0.16036  0.24867  0.36475
C  1.02005  -1.20665  0.07518
Si  -1.67388  -0.16757  0.54559
H  0.33391  0.95514  -1.79516
H  0.11373  2.24423  -0.44721
H  1.57263  1.52140  -0.88778
H  0.58175  0.64419  1.37204
H  2.01855  -0.78702  -0.13901
H  0.70127  -1.78979  -0.77436
H  1.10526  -1.87765  0.95678
H  -2.79403  0.67886  0.74704
H  -1.70567  -1.15021  1.63539
H  -1.94045  -0.57714  -0.91652



# 10
The following is a DFT calculation (ωB97M-V with the def2-TZVPD basis set) of a cluster of 2 separate species, C7H4O2PS in total.

Summary:
**Multiplicity**: 1
**Net charge**: -1
**LUMO level**: 0.119 hartree

Geometry (Å):
C  1.34135  -0.70102  -0.48172
C  -2.11272  0.59414  0.62451
C  1.91424  -0.45219  0.78318
C  0.03511  -2.00421  1.04145
C  0.34516  -1.65651  -0.30661
C  -1.20308  -2.69721  1.08744
C  -2.09941  0.72221  -0.54592
O  -1.65787  -3.02364  -0.20180
O  -1.91828  -3.15849  1.96611
P  1.07488  -1.18999  2.13141
S  -0.78069  -2.33969  -1.38060
H  1.80308  -0.16671  -1.36062
H  -1.93892  0.25054  1.58636
H  2.64476  0.22775  0.82289
H  -2.26401  0.95902  -1.54131



# 11
The following is a DFT calculation (ωB97M-V with the def2-TZVPD basis set) of a structure of composition C41H35F2N2O4P2Pd.

Summary:
**Multiplicity**: 5
**Net charge**: +1
**Expectation value of S²**: 6.02
**LUMO level (alpha / beta)**: -0.116 / -0.187 hartree

Geometry (Å):
Pd  -0.12417  -1.10226  1.04041
O  1.18546  -1.08946  3.97805
C  1.40717  -0.80603  2.84987
C  2.31670  0.33371  2.47654
C  2.72799  1.02867  3.63785
C  3.88232  1.85878  3.59683
C  4.54714  1.95953  2.34595
C  4.13538  1.15597  1.26146
C  3.16663  0.21599  1.28914
P  2.19266  -0.79279  0.09391
C  2.90605  -2.32252  0.21192
C  4.22216  -2.68411  0.71586
C  4.68378  -3.95373  0.62712
C  3.86379  -4.88539  0.00018
C  2.59467  -4.62092  -0.49984
C  2.13435  -3.31661  -0.33450
C  2.78995  -0.21909  -1.54256
C  3.69093  -0.96042  -2.36540
C  4.06867  -0.42301  -3.61378
C  3.51717  0.83874  -3.97389
C  2.65908  1.57960  -3.10874
C  2.37525  1.06286  -1.85564
H  2.12993  0.76080  4.50943
H  4.26398  2.28281  4.51935
H  5.32026  2.74989  2.28078
H  4.64744  1.38829  0.30814
H  4.70773  -1.92278  1.28934
H  5.60141  -4.31558  1.05716
H  4.35596  -5.84541  -0.10138
H  2.01910  -5.40124  -0.97644
H  1.16330  -3.06710  -0.78416
H  4.02840  -1.92144  -2.02382
H  4.77516  -0.93186  -4.28143
H  3.72950  1.21969  -4.94788
H  2.25135  2.58582  -3.38215
H  1.72282  1.67745  -1.27799
O  -2.40814  -1.26293  -2.27217
C  -1.43281  -0.79354  -1.78464
O  -0.44978  -1.46111  -1.23776
C  -1.24103  0.71564  -1.94719
C  -1.60485  1.25312  -3.21089
C  -1.48472  2.63464  -3.52727
C  -1.06690  3.49156  -2.48478
C  -0.79916  3.01911  -1.24994
C  -0.96077  1.62849  -0.94633
P  -0.89332  1.09673  0.80588
C  -0.20291  2.47369  1.82616
C  1.02981  2.98922  1.47737
C  1.52229  4.15078  1.99251
C  0.68903  4.75838  3.00243
C  -0.35576  4.10508  3.57499
C  -0.82496  2.91269  2.96023
C  -2.65503  1.04187  1.33455
C  -2.93980  0.57159  2.60855
C  -4.28611  0.66386  3.07092
C  -5.28767  1.20896  2.23714
C  -5.01230  1.59562  0.89153
C  -3.66683  1.45567  0.44368
H  -2.05179  0.55169  -3.89421
H  -1.83305  3.00442  -4.49558
H  -1.04454  4.53825  -2.73087
H  -0.55291  3.64971  -0.45699
H  1.62365  2.46695  0.79432
H  2.50189  4.48913  1.73039
H  1.08321  5.67370  3.51774
H  -0.72609  4.46563  4.47709
H  -1.61349  2.30034  3.37651
H  -2.13540  0.33906  3.19372
H  -4.51178  0.35052  4.03331
H  -6.29904  1.40534  2.58654
H  -5.80326  1.98134  0.19082
H  -3.36656  1.66552  -0.55002
F  -4.02906  -4.15136  -4.30299
C  -4.43216  -3.22150  -5.18613
F  -4.71596  -3.84121  -6.30423
H  -3.88777  -2.29056  -5.09211
C  -4.94777  -3.21026  -0.61850
N  -4.08518  -2.66720  0.42617
C  -2.74304  -2.67934  0.47921
N  -2.03261  -3.72469  -0.09289
O  -2.13522  -1.86692  1.23005
H  -5.97223  -2.88998  -0.39745
H  -4.82428  -4.27173  -0.68494
H  -4.74010  -2.89278  -1.64524
H  -4.50999  -2.03056  1.05318
H  -2.43019  -4.10870  -0.92725
H  -1.11309  -3.40081  -0.29431



# 12
The following is a DFT calculation (ωB97M-V with the def2-TZVPD basis set) of an isolated molecule of C4H8N2O.

Summary:
**Multiplicity**: 1
**LUMO level**: 0.028 hartree

Geometry (Å):
C  -1.63929  -1.41383  0.03089
C  -0.45045  -0.75579  -0.63943
C  -0.63046  0.68925  -0.88366
N  0.03571  0.33483  0.38752
C  1.42725  0.30456  0.75552
O  1.72612  -0.17249  1.82355
N  2.27228  0.90753  -0.10991
H  -2.40240  -0.70565  0.42440
H  -2.14161  -2.09186  -0.66770
H  -1.30478  -2.01872  0.88380
H  -0.01743  1.22928  -1.60814
H  -1.56209  1.22731  -0.66630
H  -0.54764  0.44662  1.21492
H  1.97485  1.19828  -1.02589
H  3.25994  0.82068  0.08042



Number 1: maximum force 2.7 eV/Å, total energy -346.91711 Ha. Number 2: maximum force 1.6 eV/Å, total energy -743.86012 Ha. Number 3: maximum force 5.1 eV/Å, total energy -377.67885 Ha. Number 4: maximum force 6.4 eV/Å, total energy -701.20429 Ha. Number 5: maximum force 3.1 eV/Å, total energy -909.18041 Ha. Number 6: maximum force 1.3 eV/Å, total energy -1014.90988 Ha. Number 7: maximum force 1.8 eV/Å, total energy -2371.38438 Ha. Number 8: maximum force 2.2 eV/Å, total energy -934.14690 Ha. Number 9: maximum force 2.7 eV/Å, total energy -409.72781 Ha. Number 10: maximum force 3.9 eV/Å, total energy -1159.10879 Ha. Number 11: maximum force 4.9 eV/Å, total energy -3003.76987 Ha. Number 12: maximum force 0.4 eV/Å, total energy -341.86612 Ha.